(1)
This record from the Open Molecules 2025 dataset describes C32H22I2PPt as an isolated structure. The level of theory is ωB97M-V with the def2-TZVPD basis set.

Results
Kohn-Sham gap (spin up / spin down) in eV: 5.11 / 5.11
Total charge: +3
Energy relative to the best compared isomer or geometry (same formula, charge and spin) in kcal per mole: 14.0
Electronic energy in hartree: -2287.6436

Last column: natural (NBO) charge in e.
Cartesian coordinates (Å):
Pt (-0.27, -0.11, 0.79)  0.497
I (-0.94, -0.54, -1.72)  0.610
C (-2.95, -0.65, -1.19)  -0.142
C (-3.94, -1.11, -2.01)  -0.180
C (-5.27, -0.98, -1.55)  -0.172
C (-5.54, -0.36, -0.35)  -0.131
C (-4.50, 0.15, 0.47)  0.032
C (-4.73, 0.89, 1.65)  -0.105
C (-3.70, 1.44, 2.37)  -0.194
C (-2.35, 1.22, 1.97)  -0.230
C (-2.15, 0.43, 0.88)  -0.051
C (-3.17, -0.05, 0.04)  -0.192
H (-3.73, -1.53, -2.98)  0.262
H (-6.07, -1.35, -2.16)  0.267
H (-6.57, -0.25, -0.02)  0.256
H (-5.75, 1.06, 1.98)  0.260
H (-3.89, 2.05, 3.24)  0.266
H (-1.54, 1.66, 2.54)  0.261
I (2.04, 0.62, 1.84)  0.499
C (1.87, -0.02, 3.82)  -0.192
C (2.34, 0.91, 4.71)  -0.188
C (2.47, 0.55, 6.07)  -0.185
C (2.18, -0.72, 6.45)  -0.102
C (1.69, -1.68, 5.52)  -0.083
C (1.43, -3.00, 5.97)  -0.070
C (0.97, -3.96, 5.12)  -0.207
C (0.67, -3.61, 3.80)  -0.116
C (0.90, -2.33, 3.31)  -0.488
P (0.25, -2.26, 1.63)  1.434
C (1.37, -3.02, 0.52)  -0.441
C (0.99, -3.49, -0.75)  -0.201
C (1.94, -4.08, -1.57)  -0.184
C (3.26, -4.17, -1.15)  -0.096
C (3.65, -3.69, 0.09)  -0.192
C (2.71, -3.11, 0.93)  -0.160
C (-1.41, -2.87, 1.69)  -0.489
C (-1.91, -3.86, 0.83)  -0.168
C (-3.22, -4.27, 0.96)  -0.191
C (-4.04, -3.71, 1.94)  -0.136
C (-3.53, -2.75, 2.82)  -0.138
C (-2.23, -2.33, 2.70)  -0.196
C (1.47, -1.33, 4.15)  0.005
H (2.63, 1.90, 4.39)  0.253
H (2.84, 1.28, 6.77)  0.266
H (2.31, -1.03, 7.48)  0.254
H (1.63, -3.23, 7.01)  0.255
H (0.80, -4.97, 5.46)  0.264
H (0.23, -4.37, 3.16)  0.237
H (-0.03, -3.41, -1.10)  0.221
H (1.65, -4.46, -2.54)  0.254
H (3.99, -4.63, -1.80)  0.259
H (4.68, -3.78, 0.41)  0.259
H (3.02, -2.76, 1.91)  0.233
H (-1.28, -4.34, 0.10)  0.237
H (-3.61, -5.05, 0.32)  0.256
H (-5.06, -4.05, 2.05)  0.254
H (-4.16, -2.35, 3.61)  0.242
H (-1.83, -1.62, 3.41)  0.231



(2)
This record from the Open Molecules 2025 dataset describes C32H23AsN6O5S6Tc as an isolated structure in a non-equilibrium geometry. The level of theory is ωB97M-V with the def2-TZVPD basis set.

Results
Kohn-Sham gap (spin up / spin down) in eV: 6.21 / 6.22
Total charge: +3
Electronic energy in hartree: -6642.7382

Last column: Mulliken charge in e.
Cartesian coordinates (Å):
Tc (0.74, 0.16, -0.66)  -0.248
N (-1.61, 1.53, -3.89)  0.079
C (-1.71, 2.95, -3.82)  0.314
C (-2.69, 3.66, -4.55)  -0.715
C (-2.80, 5.04, -4.43)  -0.664
C (-1.90, 5.74, -3.60)  -0.778
C (-0.89, 5.05, -2.91)  -0.728
C (-0.81, 3.66, -3.01)  1.000
S (0.58, 2.88, -2.27)  -0.057
N (0.17, 1.17, -2.31)  0.379
C (-0.84, 0.76, -3.09)  0.045
C (-1.00, -0.67, -2.97)  0.765
C (-1.81, -1.45, -3.79)  -0.803
C (-1.82, -2.84, -3.60)  -0.843
C (-0.99, -3.38, -2.57)  -0.789
C (-0.20, -2.53, -1.80)  -0.705
N (-0.24, -1.18, -1.94)  0.997
H (-2.31, 1.07, -4.46)  0.144
H (-3.37, 3.11, -5.20)  0.471
H (-3.58, 5.58, -4.96)  0.451
H (-1.96, 6.81, -3.51)  0.450
H (-0.19, 5.58, -2.28)  0.473
H (-2.41, -1.02, -4.58)  0.574
H (-2.42, -3.47, -4.21)  0.512
H (-1.03, -4.43, -2.35)  0.536
H (0.48, -2.92, -1.05)  0.686
O (0.13, 0.68, 7.11)  -0.464
C (0.52, -0.23, 6.14)  0.318
O (0.45, -1.41, 6.35)  -0.438
C (1.08, 0.35, 4.83)  0.359
C (0.22, 1.10, 4.01)  -0.990
C (0.60, 1.32, 2.70)  -0.463
C (1.82, 0.80, 2.22)  1.379
C (2.73, 0.16, 3.10)  -0.366
C (2.34, -0.07, 4.41)  -1.401
N (2.11, 0.82, 0.82)  0.389
C (3.34, 1.01, 0.45)  -0.703
C (3.65, 0.65, -0.91)  0.789
C (4.96, 0.71, -1.47)  -1.119
C (5.13, 0.22, -2.74)  -0.279
C (4.02, -0.32, -3.45)  -1.045
C (2.77, -0.36, -2.85)  -0.327
N (2.58, 0.10, -1.57)  0.595
H (0.35, 1.63, 6.91)  0.387
H (-0.74, 1.42, 4.39)  0.515
H (-0.06, 1.86, 2.03)  0.077
H (3.67, -0.21, 2.70)  0.570
H (2.96, -0.63, 5.09)  0.504
H (4.11, 1.34, 1.14)  0.632
H (5.79, 1.14, -0.90)  0.514
H (6.11, 0.26, -3.19)  0.463
H (4.17, -0.69, -4.46)  0.478
H (1.90, -0.72, -3.37)  0.562
S (-3.91, -0.05, 2.24)  0.060
As (-2.62, 1.12, 0.74)  0.657
S (0.32, 2.73, -0.22)  -0.108
S (-3.45, 0.49, -1.25)  -0.064
S (-4.19, 2.25, -0.44)  -0.192
O (-2.86, -3.35, -0.09)  -0.625
S (-2.57, -2.43, 0.98)  1.077
O (-3.91, -1.63, 1.31)  -0.432
N (-1.42, -1.31, 0.72)  0.194
C (-0.25, -1.66, 1.32)  0.916
O (0.89, -1.37, 0.86)  -0.843
C (-0.46, -2.58, 2.45)  0.063
C (0.44, -2.96, 3.47)  -0.294
C (-0.01, -3.80, 4.47)  -0.713
C (-1.31, -4.32, 4.43)  -0.634
C (-2.20, -3.97, 3.42)  -0.871
C (-1.78, -3.05, 2.47)  0.306
H (1.46, -2.60, 3.45)  0.587
H (0.63, -3.97, 5.34)  0.429
H (-1.65, -4.96, 5.23)  0.449
H (-3.21, -4.34, 3.43)  0.553



> Which value of electronic energy does entry 1 give?

-2287.6436 hartree



> Look up the total charge of the first one.

+3



> Which formula does entry 2 have?

C32H23AsN6O5S6Tc



Repeat the first record exactly.
This record from the Open Molecules 2025 dataset describes C32H22I2PPt as an isolated structure. The level of theory is ωB97M-V with the def2-TZVPD basis set.

Results
Kohn-Sham gap (spin up / spin down) in eV: 5.11 / 5.11
Total charge: +3
Energy relative to the best compared isomer or geometry (same formula, charge and spin) in kcal per mole: 14.0
Electronic energy in hartree: -2287.6436

Last column: natural (NBO) charge in e.
Cartesian coordinates (Å):
Pt (-0.27, -0.11, 0.79)  0.497
I (-0.94, -0.54, -1.72)  0.610
C (-2.95, -0.65, -1.19)  -0.142
C (-3.94, -1.11, -2.01)  -0.180
C (-5.27, -0.98, -1.55)  -0.172
C (-5.54, -0.36, -0.35)  -0.131
C (-4.50, 0.15, 0.47)  0.032
C (-4.73, 0.89, 1.65)  -0.105
C (-3.70, 1.44, 2.37)  -0.194
C (-2.35, 1.22, 1.97)  -0.230
C (-2.15, 0.43, 0.88)  -0.051
C (-3.17, -0.05, 0.04)  -0.192
H (-3.73, -1.53, -2.98)  0.262
H (-6.07, -1.35, -2.16)  0.267
H (-6.57, -0.25, -0.02)  0.256
H (-5.75, 1.06, 1.98)  0.260
H (-3.89, 2.05, 3.24)  0.266
H (-1.54, 1.66, 2.54)  0.261
I (2.04, 0.62, 1.84)  0.499
C (1.87, -0.02, 3.82)  -0.192
C (2.34, 0.91, 4.71)  -0.188
C (2.47, 0.55, 6.07)  -0.185
C (2.18, -0.72, 6.45)  -0.102
C (1.69, -1.68, 5.52)  -0.083
C (1.43, -3.00, 5.97)  -0.070
C (0.97, -3.96, 5.12)  -0.207
C (0.67, -3.61, 3.80)  -0.116
C (0.90, -2.33, 3.31)  -0.488
P (0.25, -2.26, 1.63)  1.434
C (1.37, -3.02, 0.52)  -0.441
C (0.99, -3.49, -0.75)  -0.201
C (1.94, -4.08, -1.57)  -0.184
C (3.26, -4.17, -1.15)  -0.096
C (3.65, -3.69, 0.09)  -0.192
C (2.71, -3.11, 0.93)  -0.160
C (-1.41, -2.87, 1.69)  -0.489
C (-1.91, -3.86, 0.83)  -0.168
C (-3.22, -4.27, 0.96)  -0.191
C (-4.04, -3.71, 1.94)  -0.136
C (-3.53, -2.75, 2.82)  -0.138
C (-2.23, -2.33, 2.70)  -0.196
C (1.47, -1.33, 4.15)  0.005
H (2.63, 1.90, 4.39)  0.253
H (2.84, 1.28, 6.77)  0.266
H (2.31, -1.03, 7.48)  0.254
H (1.63, -3.23, 7.01)  0.255
H (0.80, -4.97, 5.46)  0.264
H (0.23, -4.37, 3.16)  0.237
H (-0.03, -3.41, -1.10)  0.221
H (1.65, -4.46, -2.54)  0.254
H (3.99, -4.63, -1.80)  0.259
H (4.68, -3.78, 0.41)  0.259
H (3.02, -2.76, 1.91)  0.233
H (-1.28, -4.34, 0.10)  0.237
H (-3.61, -5.05, 0.32)  0.256
H (-5.06, -4.05, 2.05)  0.254
H (-4.16, -2.35, 3.61)  0.242
H (-1.83, -1.62, 3.41)  0.231